No. 1
Density functional theory data (wB97M-V/def2-TZVPD) for a cluster of 2 separate species, C23H40BClFN2O5 in total in a non-equilibrium geometry.

The geometry in XYZ format:
```
73
C23H40BClFN2O5, DFT wB97M-V/def2-TZVPD
Cl -1.630 -0.160 5.331
F -3.697 -0.844 -2.812
O -1.932 -3.871 -3.828
O -1.983 -5.044 2.828
O -0.113 1.682 -2.450
O -0.479 2.249 4.826
O -1.696 -5.118 -2.064
N -2.119 1.053 2.049
N -1.725 -4.938 -3.271
C -0.191 2.711 1.301
C -2.964 -0.140 1.913
C 3.117 3.879 0.539
C 3.611 3.019 -0.720
C -3.170 -4.658 2.053
C -0.512 3.960 0.331
C 1.580 -0.083 -1.243
C 5.344 -0.240 0.960
C 0.717 4.428 -0.595
C 1.994 4.978 0.211
C -2.844 -1.117 0.725
C -1.485 -6.125 -4.132
C -3.715 -2.465 0.552
C -0.929 0.499 -0.195
C -2.287 -1.041 -3.041
C -1.107 1.424 1.062
C -1.607 -1.723 -1.721
C -2.381 1.867 3.296
C 4.870 2.050 -0.400
C -1.809 -0.800 -0.404
C -2.670 -3.690 0.867
C -1.390 1.443 4.494
C 4.756 1.275 1.008
B 0.179 0.778 -1.378
H 0.318 5.322 -1.217
H 0.895 2.376 1.097
H -0.754 4.859 1.022
H -0.500 -1.980 -1.906
H 6.488 -0.266 0.894
H 3.883 3.711 -1.609
H 1.701 5.553 1.162
H -1.762 -0.070 -3.347
H 5.006 1.257 -1.219
H -2.149 -1.776 -3.915
H -2.320 2.989 3.042
H -0.196 3.094 2.385
H -1.615 -3.292 1.136
H 4.853 -0.890 0.160
H 3.660 1.172 1.329
H 2.239 0.290 -0.376
H 0.702 1.804 -2.989
H -2.139 -2.744 -1.613
H -1.480 3.805 -0.287
H -3.910 -4.088 2.716
H -3.622 -5.617 1.598
H -3.748 -0.364 2.728
H -1.539 -5.818 -5.175
H 2.846 3.182 1.425
H 5.835 2.671 -0.373
H 5.082 -0.709 1.988
H -2.259 -6.858 -3.905
H -4.015 -2.618 -0.554
H 4.045 4.468 0.912
H -3.480 1.666 3.598
H -0.494 -6.509 -3.894
H 2.497 5.763 -0.478
H 2.757 2.347 -1.097
H -4.595 -2.534 1.274
H -1.259 -5.303 2.219
H -2.534 -4.338 -0.066
H 1.034 3.642 -1.370
H 2.149 -0.118 -2.239
H 5.405 1.829 1.788
H 1.241 -1.146 -0.932
```

Properties
LUMO energy: -4.029 eV
net charge: +1
orbital gap: 8.2 eV
E: -1970.47501 Ha
molar mass: 489.85 g/mol

Atom charges from the Löwdin analysis, given in e for atoms 1 to 2: 0.641, -0.081



No. 2
Density functional theory data (wB97M-V/def2-TZVPD) for a structure of composition C23H40Br14ClFN2O3P in a non-equilibrium geometry.

The geometry in XYZ format:
```
85
C23H40Br14ClFN2O3P, DFT wB97M-V/def2-TZVPD
Br -1.421 0.929 -8.001
Br 0.238 4.233 -2.126
Br -4.257 -4.311 1.406
Br 6.117 2.032 0.745
Br -7.353 -2.940 5.224
Br -2.985 -4.931 -2.957
Br 3.533 -2.583 0.116
Br -2.427 1.675 -4.534
Br 7.290 1.975 -2.741
Br -4.920 -0.234 5.922
Br -1.693 -1.714 -1.914
Br 4.510 -5.403 -2.022
Br 2.408 7.084 -2.952
Br -2.861 -1.019 2.396
Cl 1.677 0.767 -2.968
P 0.358 -2.055 0.195
F 2.009 -3.281 2.711
O 3.086 0.577 -0.837
O 1.619 4.187 0.787
O 0.560 -1.678 -1.210
N 0.942 -0.838 1.306
N 1.650 0.118 3.081
C -3.941 -3.384 -2.266
C -5.144 -2.758 2.165
C -0.005 -2.831 3.897
C 1.333 -2.298 3.411
C -0.774 2.099 -5.468
C 1.826 2.545 2.481
C -3.381 -2.096 -2.823
C 1.290 -1.047 2.579
C 4.488 -3.503 -2.418
C 4.931 -2.686 -1.235
C -7.599 -1.246 6.144
C 1.987 0.792 -1.260
C 0.813 1.085 -0.343
C 7.555 0.672 -1.326
C 2.340 3.389 1.329
C 6.325 0.530 -0.471
C -1.024 2.481 -6.901
C -6.819 -0.131 5.501
C 1.523 1.130 2.142
C 1.101 0.524 1.015
C 0.216 6.049 -1.431
C 0.517 7.057 -2.507
C -4.586 -1.486 1.598
H -0.106 0.662 -0.743
H 0.930 6.075 -0.616
H -4.435 -1.534 0.524
H 0.286 8.060 -2.156
H 5.179 -3.367 -3.247
H -7.147 0.829 5.892
H 5.410 0.476 -1.054
H -6.903 -0.129 4.420
H 3.388 3.303 1.018
H 0.088 -3.913 3.948
H 5.119 -1.656 -1.533
H -0.131 1.230 -5.375
H -0.130 2.923 -7.334
H 6.402 -0.347 0.169
H -8.665 -1.041 6.086
H 1.958 -2.053 4.272
H 3.481 -3.258 -2.740
H 8.425 0.990 -0.761
H -1.003 -2.191 0.461
H 2.548 2.596 3.299
H -0.241 -2.443 4.884
H -3.847 -3.450 -1.182
H -1.858 3.167 -7.010
H -6.191 -2.872 1.895
H 0.684 2.166 -0.274
H -4.976 -3.531 -2.564
H 7.773 -0.267 -1.831
H -0.340 2.933 -4.921
H -0.021 6.862 -3.428
H -4.042 -1.256 -2.617
H -5.228 -0.641 1.837
H 5.809 -3.091 -0.743
H 1.984 0.300 4.015
H -0.822 -2.603 3.216
H 0.914 3.029 2.835
H -3.187 -2.138 -3.890
H -7.316 -1.409 7.178
H 0.989 -3.274 0.428
H -5.043 -2.814 3.244
H -0.789 6.197 -1.041
```

Properties
LUMO energy: -3.027 eV
net charge: +1
orbital gap: 8.5 eV
E: -38173.03076 Ha
molar mass: 1596.67 g/mol

Atom charges from the Löwdin analysis, given in e for atoms 1 to 2: 0.617, 0.691



No. 3
Density functional theory data (wB97M-V/def2-TZVPD) for a structure of composition C23H40IrN5OSi.

The geometry in XYZ format:
```
71
C23H40IrN5OSi, DFT wB97M-V/def2-TZVPD
Ir -0.204 -1.099 0.001
Si -0.363 1.224 -0.275
O -1.976 -1.984 -0.820
N 1.610 -2.117 -0.527
N -1.595 -4.226 -0.947
N 2.261 -2.309 1.756
N -0.084 -1.965 1.955
N -3.735 -3.370 -0.945
C -1.204 -2.041 2.719
C -2.450 1.485 1.521
C 4.096 -3.085 -1.293
C -0.911 0.637 -3.104
C 1.923 -2.296 -1.837
C 3.788 -2.930 0.034
C -1.664 3.768 0.785
C -1.176 3.133 -2.658
C -1.469 1.729 -2.233
C 2.151 1.635 -1.894
C 2.469 1.404 0.580
C 2.517 -2.450 0.400
C -0.230 2.328 2.286
C 0.048 -2.717 4.620
C -2.420 -3.178 -0.906
C 1.780 2.144 -0.530
C 1.089 -2.309 2.500
C -2.884 1.470 -1.801
C -1.252 2.364 1.152
C 1.185 -2.674 3.853
C 3.132 -2.769 -2.261
C 1.705 3.629 -0.394
C -1.187 -2.408 4.035
H 2.147 -2.936 4.271
H -2.083 4.238 1.680
H -3.313 2.277 -1.213
H 1.512 3.962 0.622
H 2.016 0.558 -1.997
H -2.839 1.881 2.464
H 2.120 1.656 1.578
H -4.344 -2.570 -0.948
H 0.597 3.018 2.137
H 1.000 4.089 -1.083
H -0.752 2.654 3.191
H 2.694 4.018 -0.671
H 0.147 1.325 2.492
H 2.456 0.323 0.429
H -2.171 0.447 1.713
H -1.124 -0.360 -2.714
H 3.064 -2.551 2.317
H -0.828 4.387 0.470
H -3.472 1.409 -2.726
H -1.415 3.872 -1.897
H 1.669 2.169 -2.707
H -0.603 -4.071 -0.994
H -0.160 3.278 -3.017
H -2.105 -2.456 4.600
H 5.067 -3.461 -1.584
H -1.840 3.347 -3.506
H -3.003 0.509 -1.298
H -2.126 -1.792 2.210
H 3.329 -2.894 -3.315
H -1.926 -5.171 -1.061
H 4.502 -3.191 0.803
H -3.263 1.521 0.801
H 3.228 1.823 -1.998
H 0.143 0.745 -3.346
H 0.107 -3.004 5.660
H -4.143 -4.278 -1.102
H -2.443 3.795 0.027
H 3.521 1.720 0.534
H -1.456 0.723 -4.055
H 1.139 -2.033 -2.537
```

Properties
LUMO energy (spin up / spin down): -7.944 / -11.716 eV
net charge: +3
<S²>: 8.77
orbital gap (spin up / spin down): 8.8 / 5.2 eV
2S+1: 6
E: -1642.22574 Ha
molar mass: 622.91 g/mol
ΔE to the lowest compared entry with this formula, charge and spin: 0.00 kcal/mol

Atom charges from the Löwdin analysis, given in e for atoms 1 to 2: 1.175, 0.910



No. 4
Density functional theory data (wB97M-V/def2-TZVPD) for a structure of composition C23H41AsCrF6N13O20 in a non-equilibrium geometry.

The geometry in XYZ format:
```
105
C23H41AsCrF6N13O20, DFT wB97M-V/def2-TZVPD
As 1.317 3.110 1.607
Cr 2.430 -0.470 1.050
F 0.088 4.311 1.676
F 2.679 1.949 1.562
F 1.589 3.134 3.410
F 2.488 4.341 1.391
F 0.126 1.869 1.813
F 1.181 2.885 -0.105
O -3.590 -1.975 -0.056
O -0.113 -5.994 0.847
O 0.542 -0.155 0.205
O 3.499 -3.130 2.746
O 2.103 -2.811 1.160
O -4.781 3.163 5.163
O 1.996 -0.801 -1.178
O 0.200 -2.510 4.672
O 0.278 -5.803 2.951
O -1.896 1.596 -3.500
O 1.957 -0.350 3.047
O 1.427 2.192 -4.422
O 3.579 -0.475 4.500
O -0.087 -0.729 -1.732
O -3.179 1.081 -1.911
O -1.240 -0.963 3.992
O -4.896 3.547 3.042
O 4.007 -0.482 2.425
O -0.023 1.956 -6.030
O -4.385 -1.019 1.698
N 2.931 -3.509 1.773
N -5.024 -3.090 -2.626
N -0.681 7.187 1.089
N 2.666 -3.223 -2.240
N -2.377 1.765 -2.456
N 0.823 -0.593 -0.965
N -0.188 -5.423 1.921
N -4.688 2.834 4.017
N 0.541 1.582 -5.038
N -3.550 -1.103 0.809
N 3.733 1.609 -1.221
N 3.154 -0.442 3.390
N -0.333 -1.400 4.712
C 0.247 -0.428 5.746
C -1.725 2.816 -1.603
C 5.228 0.547 -2.539
C -1.431 6.938 -0.018
C -4.652 -2.472 -4.722
C -0.903 8.426 1.572
C -4.309 -2.241 -3.405
C -1.836 9.009 0.796
C -4.083 1.544 3.788
C 4.584 0.984 -0.370
C 2.275 -4.528 -2.288
C -2.466 -0.137 0.650
C -5.861 -3.865 -3.372
C 4.149 1.378 -2.547
C 0.301 0.213 -4.543
C -2.179 8.054 -0.223
C 4.507 -4.371 -1.986
C -5.651 -3.545 -4.680
C 5.588 0.335 -1.107
C -0.759 -4.083 1.776
C 3.997 -3.132 -2.028
C 3.169 -4.903 1.306
C 3.425 -5.241 -2.171
H 1.284 -4.912 -2.394
H -1.315 3.574 -2.195
H 4.468 -2.196 -1.777
H -2.820 8.231 -1.099
H 5.874 0.332 -3.364
H -3.473 -1.628 -3.095
H -2.423 3.184 -0.862
H -1.392 5.989 -0.539
H -2.991 0.744 0.249
H -3.986 0.947 4.660
H -6.078 -3.980 -5.530
H 2.067 -2.381 -2.078
H 3.764 -4.874 0.421
H -4.297 -1.884 -5.499
H -2.023 -0.049 1.656
H 5.550 -4.569 -1.819
H -3.124 1.764 3.369
H -1.754 -4.078 1.318
H -0.342 8.853 2.420
H -0.690 -0.079 -4.911
H -0.573 -0.009 6.403
H -0.093 -3.566 1.105
H -4.910 -3.033 -1.642
H -6.503 -4.581 -2.859
H 3.521 -6.261 -2.176
H 0.347 0.302 -3.460
H 0.634 0.353 5.155
H 0.992 -1.033 6.307
H 2.179 -5.271 1.034
H 3.123 2.320 -0.876
H -1.809 -0.491 -0.143
H -0.917 -3.695 2.798
H 3.695 -5.379 2.152
H -2.137 10.018 0.873
H 4.589 1.251 0.682
H 3.669 1.904 -3.384
H -4.554 1.023 2.965
H -0.082 6.507 1.609
H 6.487 -0.172 -0.802
H -0.952 2.312 -0.949
H 1.079 -0.446 -4.946
```

Properties
LUMO energy (spin up / spin down): 1.189 / 1.175 eV
net charge: -1
<S²>: 6.01
orbital gap (spin up / spin down): 7.7 / 7.7 eV
2S+1: 5
E: -6996.44289 Ha
molar mass: 1060.56 g/mol
ΔE to the lowest compared entry with this formula, charge and spin: 0.00 kcal/mol

Atom charges from the Löwdin analysis, given in e for atoms 1 to 2: 0.783, 0.902



No. 5
Density functional theory data (wB97M-V/def2-TZVPD) for a structure of composition C23H41AuGeN2SeSi2Te.

The geometry in XYZ format:
```
72
C23H41AuGeN2SeSi2Te, DFT wB97M-V/def2-TZVPD
Au -0.285 -0.813 -0.562
Te -0.493 1.994 -0.843
Se -1.964 -1.179 -2.315
Ge -4.747 0.046 -1.075
Si 2.755 -1.022 -2.338
Si -0.716 -0.822 2.759
N 0.544 -0.736 1.492
N 2.169 -0.771 -0.702
C 1.234 2.934 1.541
C 1.176 2.823 0.152
C 2.450 -2.844 -2.626
C 1.776 -0.377 1.627
C -6.573 -0.653 -0.960
C 2.341 3.492 2.169
C -3.657 -1.573 -1.453
C 4.517 0.375 1.817
C -4.588 1.259 -2.595
C 2.675 -0.420 0.419
C 3.373 3.842 0.035
C 4.064 -0.030 0.620
C -0.077 -1.848 4.189
C 2.347 0.107 2.870
C 4.574 -0.668 -2.626
C 2.268 3.283 -0.590
C -1.628 -2.958 -3.030
C 1.743 0.052 -3.471
C 3.416 3.948 1.420
C -1.200 0.907 3.249
C -2.166 -1.728 2.024
C -4.289 0.913 0.610
C 3.641 0.456 2.960
H -4.223 -2.157 -2.181
H 5.552 0.672 1.936
H 3.122 -3.457 -2.022
H 1.711 1.082 -3.114
H -2.443 -3.228 -3.698
H 1.424 -3.105 -2.358
H -1.541 -3.671 -2.216
H 4.824 0.387 -2.498
H 0.403 2.590 2.137
H -0.418 1.427 3.805
H -4.531 0.268 1.455
H -5.112 2.191 -2.380
H -1.421 1.475 2.342
H -3.235 1.191 0.642
H -0.920 -2.065 4.853
H -2.945 -1.861 2.782
H 2.610 -3.105 -3.676
H 2.246 3.203 -1.670
H 2.361 3.571 3.250
H 4.204 4.196 -0.562
H -6.671 -1.341 -0.119
H 4.279 4.383 1.909
H 2.170 0.038 -4.478
H 4.043 0.819 3.897
H 4.720 -0.058 -0.236
H -3.544 1.503 -2.797
H -3.495 -2.189 -0.571
H -7.284 0.161 -0.815
H -5.026 0.813 -3.489
H -2.101 0.889 3.868
H -0.697 -2.912 -3.591
H -2.587 -1.167 1.191
H -1.866 -2.714 1.661
H 0.305 -2.807 3.831
H 1.698 0.201 3.728
H -4.881 1.827 0.696
H -6.846 -1.183 -1.873
H 5.232 -1.271 -1.997
H 0.698 -1.377 4.792
H 0.706 -0.282 -3.533
H 4.797 -0.927 -3.666
```

Properties
LUMO energy (spin up / spin down): -1.177 / -1.182 eV
orbital gap (spin up / spin down): 5.0 / 5.0 eV
E: -6471.61937 Ha
molar mass: 877.90 g/mol
ΔE to the lowest compared entry with this formula, charge and spin: 0.00 kcal/mol

Atom charges from the Löwdin analysis, given in e for atoms 1 to 2: 0.339, 0.788



No. 6
Density functional theory data (wB97M-V/def2-TZVPD) for a cluster of 3 separate species, C23H41BClN3O13P2S2 in total in a non-equilibrium geometry.

The geometry in XYZ format:
```
86
C23H41BClN3O13P2S2, DFT wB97M-V/def2-TZVPD
Cl -3.998 -3.350 -2.806
S 8.077 -0.676 2.807
S 1.989 0.549 2.937
P -2.550 -3.475 -1.206
P 0.247 -3.708 -2.441
O -3.222 -2.826 0.265
O 3.059 -0.422 3.027
O -1.573 -1.530 -2.844
O -4.328 1.057 -0.688
O 0.846 0.364 2.067
O -0.186 -5.251 -1.703
O 0.383 -3.766 -4.015
O 1.213 1.071 -1.920
O 8.988 -0.324 1.735
O 7.906 0.152 3.982
O -0.107 3.064 -0.056
O -0.365 2.804 -4.773
O 1.778 -3.248 -1.666
N 1.483 -0.829 -3.605
N -1.622 0.409 -0.250
N -1.623 2.272 -1.802
C -8.833 -0.504 -0.484
C -7.671 -1.282 0.372
C 6.252 -2.530 2.273
C -2.649 3.084 -2.536
C -1.045 -2.396 -1.823
C -6.129 -0.699 0.251
C 7.060 -2.985 3.487
C 8.430 -2.341 3.335
C 2.705 2.157 2.633
C -5.726 0.604 -0.698
C -1.136 -0.140 -2.820
C -2.506 3.711 0.461
C -1.482 0.418 -4.366
C 6.466 -1.025 2.118
C -8.421 0.789 -1.448
C -0.365 1.480 -4.931
C 2.406 3.000 3.872
C -1.396 2.972 -0.489
C -6.882 1.382 -1.579
C 1.406 0.901 4.584
C -1.926 0.807 -1.689
C -3.555 0.433 -1.814
C 2.290 2.044 5.059
B 0.530 0.058 -2.766
H -2.204 4.190 -2.625
H 0.515 1.038 -5.608
H -2.867 2.754 -3.644
H 2.181 -0.177 -4.041
H 0.361 1.217 4.508
H -2.144 -0.470 -0.041
H 1.869 2.539 5.939
H -3.687 3.208 -2.011
H -2.092 3.709 1.557
H -9.941 -0.904 -0.367
H -4.220 -2.983 0.175
H -5.271 -1.204 0.870
H -3.606 3.334 0.345
H -4.014 0.691 -2.854
H 5.189 -2.768 2.383
H 9.009 -2.828 2.545
H 0.450 -5.949 -2.060
H 1.485 0.009 5.207
H -2.589 0.768 -4.488
H -2.519 4.856 0.124
H -1.377 -0.548 -5.062
H 3.182 3.754 4.034
H 3.284 1.665 5.326
H -7.845 -2.200 1.097
H 6.614 -3.049 1.378
H -0.608 0.349 -0.041
H -3.746 -0.737 -1.660
H 2.258 2.590 1.735
H 7.133 -4.075 3.541
H 1.550 -2.560 -0.951
H 9.003 -2.325 4.264
H -0.605 -1.928 -0.856
H 3.781 2.027 2.488
H 6.447 -0.723 1.068
H -9.261 1.350 -2.046
H 5.725 -0.454 2.684
H 6.579 -2.631 4.406
H 1.953 1.534 -2.428
H 1.455 3.530 3.737
H -6.563 2.301 -2.238
H 0.918 -1.178 -4.437
```

Properties
LUMO energy: -0.232 eV
orbital gap: 8.5 eV
SMILES string: CC(=O)N(C)[C@@](N)(COc1ccccc1)[C@](CC=O)(O[C@@H](P(O)Cl)P(=O)(O)O)B(N)O.O=S1(=O)CCCC1.O=S1(=O)CCCC1
E: -4007.10191 Ha
molar mass: 739.94 g/mol

Atom charges from the Löwdin analysis, given in e for atoms 1 to 2: 0.176, 0.669



- The lowest molar mass belongs to which entry?
  C23H40BClFN2O5



- The highest E belongs to which entry?
  C23H40IrN5OSi



- Which formula does entry 6 have?
  C23H41BClN3O13P2S2